# 1
11 unconnected molecules or ions with the total composition C55H55N11 at a distorted geometry, computed with ωB97M-V with the def2-TZVPD basis set.

Geometry (Å):
C -1.95038 0.71071 6.46443
H 3.08236 1.64423 -2.38027
H 5.58182 3.33843 -5.37173
C -4.32434 6.41191 0.93149
H 4.57067 -0.58816 -4.64638
C 3.35073 -5.22282 1.61328
C -3.44405 5.39125 2.90181
H -4.23760 3.09905 0.61932
H -5.62448 1.78828 -0.45573
H -2.66583 -8.84618 2.77545
C -4.17160 4.06979 1.08804
C -0.23061 -3.30931 6.00499
C -2.04690 1.30447 -5.65512
H 1.13392 3.40427 -0.34566
C 2.46411 -4.46407 0.86670
N -3.57534 4.16491 2.31045
H 2.52856 -3.49829 4.16036
C -2.30450 -7.92382 2.34522
H 6.97309 -3.47526 -2.47000
H 3.38798 3.45854 0.47111
H -0.82052 -4.77980 0.57332
C -2.37121 1.35371 4.11818
H 3.92139 4.45285 2.61435
H -2.82036 5.52032 3.77402
C -4.56802 5.16696 0.35082
H 2.69124 -3.14081 -1.93512
H 0.62661 -6.61070 1.79559
H 6.76956 -1.32494 -4.07762
H -2.18277 1.36450 -7.85386
H 4.27049 -7.11422 1.77025
H 3.32557 2.97545 -4.17197
H 1.02512 -1.73212 2.76194
C 2.91902 4.50872 2.21619
N 0.59619 5.15300 2.59967
H 0.10170 1.16680 7.00835
H -3.21923 -5.13325 0.61088
H -0.68479 4.60845 1.03382
H -1.44283 1.09917 -3.63455
C -2.78937 0.79144 5.35525
H 2.13151 5.58770 3.93965
C -1.21990 -5.63152 1.10385
C 6.41631 1.34936 -2.76995
C -2.01460 0.72169 0.14079
H -1.06950 2.25086 -0.86922
C 0.05984 0.35465 -0.94502
H 1.37346 -6.54245 -1.41247
C 2.60431 3.90306 1.06666
H -4.19793 -7.20997 1.76048
N -0.97098 -7.75188 2.40571
C -0.38308 2.17477 -7.21214
C -1.13519 1.45411 -4.60706
H -7.26810 3.39816 -1.18447
C -0.97143 -1.24730 0.43085
C -1.58023 1.58269 -6.98453
H 0.80597 0.66855 -1.65998
C 1.53168 -3.15463 4.39390
C 4.79568 -3.55588 -2.21403
H -3.47017 7.54018 2.52695
H -5.37589 3.52200 -5.04944
N 3.52215 -1.82421 -3.27685
H -0.42013 -3.72374 6.98414
C -5.58109 2.15458 -1.47078
C 3.60880 -2.82768 -2.41095
C 6.03904 -3.01429 -2.75541
N -0.22105 1.74872 5.10585
H -0.63467 2.36418 3.16023
C 0.16879 -0.83815 -0.26754
C 1.89852 5.07870 3.01605
C -3.83164 6.56524 2.23500
H 2.97071 -8.09082 -0.21616
C 0.46537 2.36955 -6.07283
C -4.57843 1.77855 -2.32874
N 5.19882 1.25268 -2.15595
H -2.63900 1.48751 0.57672
C 6.57084 2.11090 -3.93256
H 4.70494 -4.48568 -1.67213
H 1.52300 2.56389 -6.17303
C 1.26202 3.89358 0.60858
H -3.04681 1.61101 3.31583
H 2.20605 -3.46401 1.18243
C 4.08908 1.78900 -2.74351
C 5.95168 -1.87389 -3.63478
H 1.02335 -1.48706 -0.39018
C -2.60136 -5.87025 1.10226
H -3.88409 1.05089 -1.93527
H -0.01396 2.30379 -8.21887
C -0.61151 -2.02438 4.01961
C -0.45220 -6.61788 1.84586
H -2.15186 0.32441 7.45265
C 0.70149 -2.31092 3.61438
N 1.75771 -4.95627 -0.25749
C -6.51438 3.12278 -1.90730
C 3.59446 -6.52808 1.16542
C 4.26366 2.52660 -3.88058
C 0.35408 4.62949 1.32828
H -2.07344 -2.38171 5.53772
H -0.90571 -2.29378 0.68960
C -1.04006 1.85283 4.02080
C -0.66752 1.27874 6.25857
N 0.08806 2.07877 -4.78773
C -3.13895 -7.02839 1.65095
N -2.11765 -0.53693 0.60084
C -6.56848 3.56213 -3.25855
N 1.11970 -3.53968 5.63654
H 3.98287 -4.93206 2.43927
C 4.65411 -1.36371 -3.89942
H -4.89810 5.03015 -0.66836
H -3.81225 0.45398 5.43434
C -1.02242 1.18605 -0.69498
C -5.47810 3.11611 -4.05385
C 2.83471 -7.06976 0.10840
H 7.22388 0.87939 -2.22833
N -4.50444 2.26525 -3.57984
C 1.98691 -6.21711 -0.58530
H -4.65043 7.25352 0.33840
H -1.22283 -1.33819 3.45231
C -1.05809 -2.57354 5.22359
C 5.47154 2.81598 -4.43296
H -3.06940 1.03317 -5.43768
H -7.32581 4.29296 -3.50090
H 7.59263 2.18915 -4.27348

Values from the calculation:
SMILES: c1ccncc1.c1ccncc1.c1ccncc1.c1ccncc1.c1ccncc1.c1ccncc1.c1ccncc1.c1ccncc1.c1ccncc1.c1ccncc1.c1ccncc1
Gap between HOMO and LUMO (eV): 9.550
E_LUMO (eV): 0.577
HOMO (eV): -8.97
Total charge: 0

Atomic partial charges in e from the Mulliken method, atoms 1 to 99:
1 C -0.4728
2 H 0.6436
3 H 0.3713
4 C -0.2343
5 H 0.4404
6 C -0.8211
7 C -0.0472
8 H 0.1072
9 H 0.6053
10 H 0.4024
11 C 0.1987
12 C -0.4798
13 C -0.5014
14 H 0.3958
15 C 0.3631
16 N -0.1226
17 H 0.4028
18 C -0.2364
19 H 0.4019
20 H 0.4492
21 H 0.4143
22 C -0.0875
23 H 0.3656
24 H 0.3928
25 C -0.6051
26 H 0.6285
27 H 0.4913
28 H 0.5154
29 H 0.3617
30 H 0.4306
31 H 0.4106
32 H 0.4948
33 C -0.4461
34 N -0.3883
35 H 0.3857
36 H 0.4079
37 H 0.4090
38 H 0.1966
39 C -0.4312
40 H 0.3793
41 C 0.0085
42 C -0.4989
43 C -0.4739
44 H 0.7387
45 C -0.3963
46 H 0.4690
47 C -0.3729
48 H 0.3530
49 N -0.5782
50 C -0.5904
51 C 0.1151
52 H 0.3862
53 C -0.4804
54 C -0.3494
55 H 0.7390
56 C -0.3961
57 C -0.2995
58 H 0.3454
59 H 0.3869
60 N -0.4609
61 H 0.4287
62 C -0.6234
63 C -0.3259
64 C -0.5948
65 N -0.5543
66 H 0.6808
67 C -0.3933
68 C -0.2761
69 C -0.7883
70 H 0.4391
71 C -0.0157
72 C -0.1769
73 N -0.4603
74 H 0.5431
75 C -0.2224
76 H 0.4028
77 H 0.3353
78 C 0.0250
79 H 0.2323
80 H 0.2673
81 C -0.4033
82 C -0.3122
83 H 0.4429
84 C -0.5200
85 H 0.4910
86 H 0.3457
87 C -0.0902
88 C -0.2667
89 H 0.4060
90 C -0.1648
91 N -0.2649
92 C -0.3105
93 C -0.2613
94 C -0.0650
95 C -0.5279
96 H 0.4729
97 H 0.5824
98 C -0.3029
99 C -0.2736



# 2
A molecular structure, C55H62Ge2IMoO6S4 at a distorted geometry, computed with ωB97M-V with the def2-TZVPD basis set.

Geometry (Å):
C -5.15042 0.90798 0.57660
Ge 1.62734 0.08255 0.24835
C -3.79022 -3.24480 2.69458
H 2.60611 4.92304 2.58997
H -1.88898 3.22209 -0.64860
C -1.87764 -3.74119 1.22955
H 0.80770 4.30618 5.79139
H -3.89758 -4.34152 -1.31397
C 2.08701 3.61178 4.20066
C -0.07129 -5.32123 1.34746
H -1.77394 4.19272 -3.30771
C 3.86025 -1.10685 -2.41643
C 3.34210 -1.72470 -3.54887
H 3.00620 -4.14758 -5.21166
C 4.00449 0.55642 1.87651
H -2.34451 1.25491 5.34674
C -0.81479 -4.31797 1.94374
S 1.52902 1.21006 -1.70938
C -2.49670 3.11006 3.11103
H 5.74564 -0.09761 -2.25375
O -1.73381 -0.88205 -4.14103
C 6.06450 -0.68045 1.56311
C -2.78354 3.59385 -6.49484
H -4.75319 -0.02908 0.19153
H -5.45862 -2.81474 3.96195
H -3.91134 -2.89849 -0.29785
H 3.51838 -1.27664 -4.52188
H 3.10839 -3.02649 1.10162
H -3.65253 5.63560 1.11646
C 2.12825 2.29678 4.64516
C -2.22380 4.37616 -4.27536
C -2.75133 -2.74099 1.91467
C -2.15243 -4.15154 -0.07352
S 0.12933 1.02219 1.58962
C -1.60358 2.06110 -4.94813
H 1.88427 -0.27867 5.10181
H -1.78684 -0.34735 -4.96185
H -6.02671 0.65734 1.17934
H -3.91366 -4.31865 2.76336
Mo -0.34829 0.44083 -2.80470
C 4.72016 0.12246 -2.55730
H 0.32978 -2.03502 -2.04213
C 5.31016 0.25121 2.26412
C -2.21874 3.37174 -5.24215
H 2.59380 -0.84993 3.58741
H 1.00641 5.45933 4.46340
H 5.73165 0.76613 3.11858
C 2.84110 -3.65026 0.25114
C -4.14441 1.65768 1.41055
C 2.70382 -0.13023 4.39965
C -1.36497 -5.15052 -0.64774
O -1.39472 1.18615 -5.78351
H -0.82513 1.49522 4.48401
C -3.36714 5.81286 -5.81216
H 6.10338 -2.03372 -0.11205
H -2.76299 2.80545 -7.23496
C -2.57964 1.73121 3.26873
O -1.30130 1.85981 -3.68567
H -1.29714 -3.94734 4.01841
C 2.66659 -2.94255 -3.47182
O 1.01138 0.48180 -4.71018
H 1.62124 1.22940 -4.76743
H -1.74062 -0.00124 4.27208
C -3.06262 5.27072 1.95668
O 0.50773 -1.46613 -2.82412
C -2.58625 -1.35188 1.82443
H -3.40252 5.78686 2.85535
C -1.82881 1.07613 4.40084
H -0.21006 -2.76682 3.30367
C 0.46275 -6.88231 -0.55184
Ge -1.19318 -0.56493 0.70865
H 0.23265 -7.01244 -1.60855
H -2.87321 -2.96636 -1.71784
H -5.17950 -0.36400 3.78228
H 1.43189 -1.61480 -3.11105
C 3.46642 -0.11898 0.78200
C -0.33644 -5.75891 0.05030
C -4.02136 3.03659 1.27715
H 0.24487 -7.82362 -0.04437
C 3.65178 -1.69811 -1.15979
C -4.65518 -2.40203 3.36593
I -4.24708 7.64888 -6.23862
H 1.53322 -6.70520 -0.44970
C 2.99992 -2.92925 -1.06271
H 1.99833 -4.47755 -2.14660
H 2.30746 5.20651 5.61791
H 1.80962 -3.97865 0.38549
H -1.58929 -5.47837 -1.65780
C -0.46384 -3.83068 3.32369
H 0.39176 -4.37551 3.71881
C 3.84102 3.30328 0.84660
H 4.37393 0.94202 -1.93077
H -1.86161 3.67528 3.78545
H 3.63430 -0.36754 4.92048
H -2.64056 -0.97428 -3.81645
C -2.79344 5.60464 -4.56393
C -3.37871 0.99806 2.38113
H -2.02229 5.55569 1.79106
C 1.51329 4.70336 5.06275
H 1.70092 2.04909 5.61129
H -3.81293 4.99398 -7.74846
C 3.27626 1.60746 2.65168
H 0.33240 0.63719 -5.40555
H -0.44019 3.20386 -0.17379
H 7.07837 -0.90016 1.87105
H -2.79090 6.39439 -3.82638
C 2.62906 3.90142 2.95420
C 4.22137 -1.03267 0.05321
H 0.73855 -5.77801 1.90662
H 4.03807 4.37376 0.81123
S 0.54771 -1.88420 0.15438
C -3.48179 -0.48969 2.49216
H -5.48267 1.51287 -0.26600
O -0.98069 3.17948 -0.97405
C 3.23409 2.92283 2.17417
H 4.77729 2.77504 0.66343
C -4.50095 -1.03044 3.26436
H 3.16957 3.07296 0.01608
H -4.61515 3.54673 0.52463
H 1.76893 -2.92118 -5.43521
H 3.48011 -4.53543 0.26993
C -3.27409 -3.55488 -0.88790
C 2.50828 -3.52476 -2.22370
H 1.41740 -4.37356 -4.48876
H 4.73993 0.46461 -3.59165
C -3.36603 4.81552 -6.78106
C 2.70827 1.28687 3.88791
S -2.07065 0.09373 -1.23510
C 5.52127 -1.31626 0.45357
C 2.18057 -3.63145 -4.71820
C -3.19323 3.77852 2.11274

Values from the calculation:
Gap between HOMO and LUMO (spin up / spin down) (eV): 6.746 / 7.192
Multiplicity: 3
E_LUMO (spin up / spin down) (eV): -3.796 / -3.448
HOMO (spin up / spin down) (eV): -10.54 / -10.64
Total charge: +1
⟨S²⟩: 2.017

Atomic partial charges in e from the Mulliken method, atoms 1 to 99:
1 C -1.6121
2 Ge -0.5725
3 C -0.0474
4 H 0.4618
5 H 0.2394
6 C 0.0170
7 H 0.3805
8 H 0.5877
9 C 0.6222
10 C -1.1322
11 H 0.5559
12 C 0.7088
13 C 0.0895
14 H 0.3935
15 C -0.6858
16 H 0.5265
17 C 1.9772
18 S -0.4952
19 C -0.6426
20 H 0.3989
21 O -0.5023
22 C -1.2493
23 C -0.4834
24 H 0.1732
25 H 0.4448
26 H 0.2953
27 H 0.5299
28 H 0.0358
29 H 0.3514
30 C -0.5432
31 C -0.5224
32 C -1.1812
33 C 0.9855
34 S 1.1777
35 C 1.1512
36 H 0.4246
37 H 0.3822
38 H 0.3452
39 H 0.5272
40 Mo 0.3406
41 C -1.8044
42 H -0.1368
43 C -0.1988
44 C 0.0718
45 H 0.1680
46 H 0.3956
47 H 0.5786
48 C -0.9907
49 C 1.1965
50 C -1.8513
51 C -0.9576
52 O -0.8811
53 H -0.0515
54 C 0.0057
55 H 0.6036
56 H 0.4433
57 C 0.5590
58 O -0.3050
59 H 0.3753
60 C 0.0476
61 O -0.5169
62 H 0.3252
63 H 0.1610
64 C -1.6540
65 O -0.3956
66 C 0.2018
67 H 0.3926
68 C -1.0936
69 H 0.2000
70 C -1.6041
71 Ge 0.1845
72 H 0.3836
73 H -0.0228
74 H 0.5768
75 H 0.1454
76 C 0.1208
77 C 1.2925
78 C -0.9823
79 H 0.3803
80 C 1.1783
81 C -1.0878
82 I 0.1383
83 H 0.3223
84 C 0.0522
85 H 0.4634
86 H 0.3876
87 H 0.1837
88 H 0.4061
89 C -1.7833
90 H 0.4532
91 C -1.4117
92 H 0.2594
93 H 0.5432
94 H 0.3298
95 H 0.3208
96 C -0.6375
97 C 0.4051
98 H 0.3223
99 C -1.8424



Values for calculated total energy, eV, ordered as above
-74312.0566, -236660.3724
Values for ΔE to the lowest compared entry with this formula, charge and spin, kcal/mol, ordered as above
88.4, 0.0